Here is C35H42NO5P2S5Ti as an isolated structure from the OMol25 dataset. Energies are from ωB97M-V with the def2-TZVPD basis set.

Geometry as XYZ:
```
91
Properties=species:S:1:pos:R:3:forces:R:3
Ti 1.429 -1.801 2.460 2.3 2.8 -0.6
C 1.868 1.876 1.999 -0.3 -0.2 -0.1
C 3.253 1.338 1.719 0.0 -0.3 0.0
S 2.966 -0.208 0.822 0.0 -0.1 0.6
C 4.621 -0.950 0.783 -0.2 0.1 -0.1
C 4.448 -2.448 0.931 -0.1 0.1 0.2
S 3.672 -2.798 2.541 -0.4 0.1 0.1
C 4.014 -0.468 4.936 0.2 0.0 0.2
C 3.290 0.582 5.278 0.0 0.1 0.2
S 0.945 0.677 3.000 -0.2 -0.6 -0.2
H 1.914 2.812 2.557 0.0 0.0 0.0
H 1.316 2.037 1.067 0.1 0.1 0.1
H 3.855 2.011 1.104 0.0 -0.1 -0.1
H 3.762 1.096 2.651 0.1 0.1 0.0
H 5.092 -0.674 -0.163 0.0 0.0 0.0
H 5.179 -0.556 1.634 0.1 0.0 -0.1
H 3.832 -2.848 0.125 0.1 0.0 0.0
H 5.418 -2.946 0.918 0.0 0.0 0.0
H 3.668 -1.472 5.129 0.0 0.0 0.0
H 4.978 -0.385 4.445 0.0 0.1 0.0
H 2.326 0.464 5.754 0.0 0.0 0.0
H 3.607 1.603 5.095 0.1 0.0 -0.1
C -2.899 -0.677 -1.754 0.6 -0.1 0.0
C -3.531 0.189 -0.657 0.2 -0.4 0.1
P -2.357 1.386 0.145 -0.4 0.2 -0.3
C -2.559 2.694 -1.160 0.1 0.0 0.1
C -3.636 3.578 -1.245 0.0 0.0 -0.1
C -3.705 4.506 -2.274 -0.1 0.1 0.0
C -2.712 4.567 -3.240 0.1 0.0 -0.1
C -1.654 3.673 -3.188 0.0 0.0 0.0
C -1.589 2.745 -2.158 0.0 0.0 0.1
C -3.488 2.072 1.431 0.2 0.0 0.0
C -3.380 3.415 1.801 0.1 -0.1 0.1
C -4.147 3.936 2.827 0.0 0.1 0.1
C -5.033 3.124 3.521 0.0 0.0 0.0
C -5.124 1.782 3.192 0.0 0.0 0.0
C -4.354 1.261 2.161 0.0 0.0 0.0
C -1.757 -1.617 -1.305 0.3 -0.2 0.2
P 0.089 -0.858 -1.642 -1.8 1.3 -1.0
C 2.006 -0.424 -2.264 0.4 -1.2 0.5
C 2.474 0.879 -2.163 -0.1 -0.1 -0.1
C 3.758 1.214 -2.576 0.0 0.1 -0.1
C 4.604 0.238 -3.085 0.1 0.0 0.0
C 4.148 -1.068 -3.194 0.0 -0.2 -0.1
C 2.856 -1.392 -2.800 0.3 0.4 0.0
C -0.094 -1.580 -3.340 0.0 0.3 0.0
C 0.002 -2.948 -3.590 0.0 0.1 -0.1
C -0.202 -3.445 -4.869 0.0 0.0 0.0
C -0.528 -2.584 -5.907 0.0 0.0 -0.1
C -0.623 -1.222 -5.669 0.0 0.0 0.0
C -0.394 -0.722 -4.394 0.1 -0.1 0.0
H -2.547 -0.023 -2.565 0.0 -0.1 -0.1
H -3.700 -1.302 -2.163 0.0 0.2 -0.2
H -3.913 -0.495 0.104 0.0 0.1 0.1
H -4.365 0.779 -1.048 -0.1 -0.1 0.0
H -4.424 3.553 -0.504 0.0 0.0 0.0
H -4.543 5.191 -2.323 0.0 0.0 0.0
H -2.763 5.306 -4.031 0.0 0.0 0.0
H -0.875 3.697 -3.940 0.0 0.0 0.0
H -0.781 2.029 -2.112 0.2 -0.1 0.0
H -2.675 4.055 1.283 0.0 0.0 0.0
H -4.051 4.981 3.097 0.0 0.0 0.0
H -5.638 3.529 4.322 0.0 0.0 0.0
H -5.793 1.131 3.742 0.0 0.0 0.0
H -4.436 0.205 1.935 0.0 0.1 0.0
H -1.807 -2.537 -1.889 -0.2 -0.1 0.3
H -1.841 -1.880 -0.255 -0.2 0.0 0.2
H 1.846 1.651 -1.730 -0.2 0.0 0.1
H 4.101 2.239 -2.490 0.0 0.0 0.0
H 5.611 0.493 -3.393 0.0 0.0 0.0
H 4.802 -1.841 -3.586 0.0 0.0 0.0
H 2.512 -2.416 -2.891 0.0 0.0 0.0
H 0.242 -3.620 -2.774 -0.1 -0.1 0.0
H -0.118 -4.509 -5.053 0.0 0.0 0.0
H -0.702 -2.974 -6.903 0.0 0.0 0.0
H -0.879 -0.545 -6.475 0.0 0.0 0.0
H -0.446 0.345 -4.212 0.0 0.0 0.0
N -0.781 -1.659 2.646 -0.2 -0.1 0.4
C -1.083 -2.223 3.969 0.4 0.1 0.3
C 0.110 -2.004 4.923 -1.7 -0.1 0.6
O -0.067 -1.921 6.114 0.4 -0.1 -0.2
O 1.260 -1.953 4.314 0.7 -0.2 -0.4
H -1.057 -0.683 2.605 0.0 0.0 -0.2
H -1.266 -2.214 1.939 0.0 0.2 -0.1
H -1.200 -3.305 3.872 -0.1 0.0 0.0
H -1.982 -1.803 4.420 0.0 0.0 0.0
O 0.643 -5.186 0.255 0.3 0.1 0.4
S 0.212 -3.941 0.819 -1.1 -0.5 -2.4
O -1.226 -3.779 0.904 0.2 0.0 0.4
O 0.901 -3.615 2.104 -0.5 -1.0 0.3
S 1.093 -2.419 -0.418 0.5 -0.4 1.2
```
Positions in Å, forces in eV/Å.

## Properties
- total energy (eV) = -144576.1513
- spin multiplicity = 1
- LUMO energy (eV) = 1.50
- total charge = -1
- HOMO level (eV) = -3.6710

Here is a 2-piece molecular cluster, C35H42O4 overall from the OMol25 dataset. Energies are from ωB97M-V with the def2-TZVPD basis set.

Geometry as XYZ:
```
81
Properties=species:S:1:pos:R:3:forces:R:3
C -5.262 2.968 -0.579 -0.2 0.3 0.1
C -4.447 1.924 -1.278 0.3 -0.2 0.0
C -3.814 0.925 -0.543 -0.1 0.0 -0.3
C -3.061 -0.073 -1.164 0.0 0.4 -0.1
C -2.516 -1.160 -0.292 0.3 -0.3 0.5
C -2.843 -0.011 -2.552 -0.3 0.0 0.2
C -1.931 -0.999 -3.267 0.0 0.3 0.0
C -2.637 -2.342 -3.496 0.1 -0.2 0.0
C -0.517 -1.198 -2.625 -0.7 -0.7 0.0
C 0.110 0.040 -2.145 1.0 0.2 -1.1
C 1.488 0.302 -2.121 -0.3 0.0 0.0
C 1.954 1.612 -2.497 0.3 0.5 0.7
C 1.048 2.553 -3.233 0.0 0.3 -0.1
C 3.265 1.963 -2.239 -0.6 0.2 -0.4
C 4.154 1.067 -1.634 -0.2 -0.3 0.1
C 5.535 1.515 -1.297 0.3 -0.1 0.1
C 3.742 -0.248 -1.399 0.2 0.0 -0.2
C 2.465 -0.683 -1.722 -0.1 -0.2 0.0
C 2.130 -2.132 -1.601 0.3 -0.5 0.1
C -3.546 0.950 -3.305 0.5 -0.1 0.1
C -3.469 0.972 -4.807 -0.1 0.2 -0.4
C -4.315 1.915 -2.666 -0.2 0.0 0.3
H -5.667 3.677 -1.309 0.0 -0.1 0.2
H -6.099 2.519 -0.026 0.2 0.1 -0.2
H -4.654 3.522 0.149 -0.1 -0.1 -0.2
H -3.916 0.897 0.544 -0.1 0.0 -0.3
H -2.548 -2.144 -0.776 0.0 0.3 0.2
H -1.479 -0.968 0.027 -0.2 -0.2 0.0
H -3.112 -1.227 0.630 0.2 0.0 -0.3
H -1.723 -0.569 -4.258 -0.1 -0.1 0.2
H -3.612 -2.189 -3.976 0.3 0.0 0.1
H -2.038 -3.004 -4.134 -0.1 0.1 0.1
H -2.817 -2.856 -2.546 0.0 0.1 -0.3
H -0.546 -1.933 -1.805 -0.1 0.0 -0.1
H 0.112 -1.637 -3.422 -0.1 0.1 0.5
H -0.572 0.883 -2.021 0.2 0.0 0.0
H 1.535 3.522 -3.392 -0.1 -0.3 0.1
H 0.782 2.149 -4.223 0.0 0.1 0.3
H 0.119 2.743 -2.686 0.0 -0.1 -0.1
H 3.614 2.961 -2.516 -0.1 -0.3 0.0
H 6.098 0.699 -0.841 0.0 0.2 0.1
H 6.083 1.845 -2.186 -0.2 0.0 0.0
H 5.499 2.363 -0.606 0.0 -0.1 0.0
H 4.465 -0.961 -0.995 -0.3 0.2 -0.1
H 3.048 -2.713 -1.424 -0.3 0.2 -0.1
H 1.471 -2.312 -0.737 -0.1 0.1 -0.1
H 1.639 -2.520 -2.506 0.3 0.2 0.4
H -4.110 1.782 -5.178 0.2 -0.2 0.0
H -2.451 1.167 -5.179 -0.3 -0.1 0.1
H -3.826 0.030 -5.251 0.2 0.2 0.1
H -4.826 2.677 -3.264 0.1 -0.3 0.2
C 2.155 -2.277 4.477 0.0 0.1 0.1
C 3.023 -2.103 3.239 0.1 0.2 -1.0
C 4.127 -3.160 3.174 -0.2 0.3 -0.1
O 2.220 -2.276 2.026 0.6 -0.6 0.6
C 1.342 -1.276 1.714 0.7 1.9 0.8
O 0.391 -1.542 0.983 -0.5 -0.6 -0.7
C 1.641 0.027 2.208 1.5 -1.8 0.7
C 0.622 1.073 2.298 -0.6 0.8 0.2
C -0.270 0.877 3.535 0.4 0.1 -0.7
C 0.045 1.451 4.769 -0.2 -0.1 0.0
C -0.785 1.228 5.871 0.0 -0.1 -0.3
C -1.926 0.426 5.744 0.0 0.1 -0.2
C -2.219 -0.167 4.511 0.2 0.1 -0.1
C -1.376 0.043 3.418 -0.3 0.0 0.3
C 2.832 0.261 2.999 -1.2 0.3 -0.3
O 3.124 1.347 3.482 0.5 -0.6 -0.1
O 3.667 -0.821 3.204 0.0 -0.6 0.2
H 1.373 -1.507 4.519 0.2 -0.2 0.0
H 1.690 -3.274 4.462 0.1 0.3 -0.1
H 2.789 -2.212 5.374 -0.2 0.1 -0.3
H 4.745 -3.025 2.279 -0.2 0.1 0.2
H 4.756 -3.071 4.063 -0.1 0.0 -0.1
H 3.672 -4.154 3.145 0.1 0.1 0.0
H 1.178 2.012 2.402 -0.4 0.0 -0.2
H 0.019 1.057 1.378 -0.1 0.3 0.2
H 0.951 2.053 4.851 -0.3 -0.1 0.0
H -0.536 1.693 6.824 -0.1 -0.1 -0.1
H -2.600 0.285 6.591 0.2 0.0 -0.2
H -3.102 -0.788 4.374 0.1 0.1 0.2
H -1.549 -0.444 2.456 -0.1 0.1 0.3
```
Positions in Å, forces in eV/Å.

## Properties
- energy above the lowest of the compared OMol25 structures with the same formula, charge and spin (eV) = 0.000
- total energy (eV) = -45165.4632
- spin multiplicity = 1
- LUMO energy (eV) = -2.61
- HOMO level (eV) = -6.3736

Q: What is the HOMO level in the first record?
A: -3.6710 eV

Q: Which of these has the highest LUMO energy?
A: C35H42NO5P2S5Ti